1.
DFT (the ωB97M-V functional and the def2-TZVPD basis) results for a structure of composition C33H29BrFN9O6Ru at a distorted geometry.

Computed properties:
Relative energy (zero: lowest compared OMol25 entry of this formula, charge and spin) ... 95.08 kcal per mole
Orbital gap (spin up / spin down) ... 5.036 / 5.615 eV
Spin multiplicity ... 2
Calculated total energy ... -135720.0712 eV
⟨S²⟩ ... 0.88
Net charge ... +1

Geometry as XYZ:
```
80
Properties=species:S:1:pos:R:3:lowdin_spin:R:1
Ru -0.10 -0.68 -0.13 1.0248
O 2.95 0.39 -2.51 -0.0007
C 2.59 1.17 -3.54 -0.0023
C 3.53 1.53 -4.50 -0.0003
C 3.14 2.24 -5.62 -0.0019
C 1.81 2.62 -5.79 -0.0010
C 0.89 2.33 -4.81 -0.0018
C 1.27 1.63 -3.67 -0.0089
C 0.28 1.33 -2.57 -0.0024
O 0.30 0.04 -2.21 -0.0719
N 0.59 2.18 -1.40 0.0090
N 0.06 1.80 -0.25 0.0417
C -0.17 2.64 0.69 -0.0049
C -0.71 2.28 1.96 0.0052
Br -0.77 0.37 2.31 0.0384
C -1.13 3.14 2.92 -0.0066
C -1.20 4.58 2.79 -0.0002
C -0.83 5.37 3.89 -0.0012
C -0.79 6.74 3.77 0.0002
C -1.19 7.36 2.59 -0.0014
C -1.63 6.59 1.53 0.0001
C -1.61 5.21 1.61 -0.0010
H 2.14 0.06 -2.06 0.0001
H 4.55 1.22 -4.36 0.0000
H 3.87 2.49 -6.37 -0.0001
H 1.51 3.13 -6.69 -0.0001
H -0.14 2.65 -4.91 0.0000
H -0.74 1.63 -2.91 0.0005
H 0.70 3.18 -1.57 0.0015
H 0.07 3.70 0.56 0.0005
H -1.40 2.72 3.88 0.0003
H -0.53 4.89 4.81 0.0000
H -0.45 7.34 4.60 0.0000
H -1.19 8.43 2.51 -0.0001
H -1.97 7.05 0.62 0.0000
H -1.98 4.62 0.78 0.0000
F -0.61 -2.56 6.35 -0.0001
C -0.11 -3.29 5.35 -0.0003
C -0.84 -3.50 4.23 0.0002
N -0.37 -4.25 3.20 0.0003
C -1.05 -4.22 1.93 -0.0001
C -0.70 -2.90 1.21 0.0031
O -1.56 -2.40 0.45 -0.0329
O 0.41 -2.40 1.44 0.0391
C 0.93 -4.77 3.20 0.0001
O 1.38 -5.37 2.27 0.0000
N 1.62 -4.56 4.37 0.0000
C 1.26 -3.81 5.49 -0.0001
O 2.01 -3.64 6.41 -0.0002
H -1.83 -3.09 4.12 0.0000
H -2.13 -4.30 2.05 0.0001
H -0.67 -5.05 1.32 0.0000
H 2.56 -4.94 4.39 0.0000
C -0.91 -2.55 -2.81 0.0001
C 0.43 -2.93 -2.29 0.0007
N 1.03 -2.41 -1.24 -0.0241
C 2.22 -3.04 -1.09 -0.0011
C 2.36 -3.97 -2.08 -0.0003
N 1.21 -3.89 -2.84 0.0000
C 0.97 -4.60 -4.07 -0.0002
N 0.97 -3.68 -5.18 0.0000
N -0.12 -3.50 -5.94 0.0000
N 0.10 -2.64 -6.82 0.0000
C 1.37 -2.16 -6.71 0.0000
C 2.10 -1.22 -7.43 0.0000
C 3.39 -0.98 -7.03 0.0000
C 3.96 -1.64 -5.93 0.0000
C 3.26 -2.58 -5.20 0.0000
C 1.96 -2.84 -5.61 0.0000
H -1.43 -1.96 -2.05 0.0001
H -1.50 -3.43 -3.06 0.0000
H -0.81 -1.94 -3.71 0.0002
H 2.88 -2.80 -0.28 -0.0001
H 3.13 -4.68 -2.28 -0.0001
H -0.02 -5.07 -4.07 0.0000
H 1.75 -5.35 -4.19 -0.0001
H 1.65 -0.72 -8.28 0.0000
H 3.99 -0.27 -7.57 0.0000
H 4.97 -1.41 -5.65 0.0000
H 3.71 -3.09 -4.36 0.0000
```



2.
DFT (the ωB97M-V functional and the def2-TZVPD basis) results for a structure of composition C33H29Cl2OPSTeV at a distorted geometry.

Computed properties:
Orbital gap (spin up / spin down) ... 6.415 / 7.303 eV
Spin multiplicity ... 3
Calculated total energy ... -114885.8865 eV
⟨S²⟩ ... 2.06
Net charge ... +1

Geometry as XYZ:
```
69
Properties=species:S:1:pos:R:3:lowdin_spin:R:1
V 1.03 -0.59 1.56 2.0720
Cl 2.67 -2.20 1.29 0.0151
C 3.85 -1.85 2.52 0.0050
C 5.06 -2.51 2.49 0.0014
C 5.99 -2.23 3.47 -0.0032
C 5.70 -1.30 4.47 0.0013
C 4.47 -0.66 4.48 -0.0032
Cl 4.13 0.47 5.73 -0.0016
C 3.51 -0.91 3.49 0.0090
S 1.96 -0.09 3.50 -0.0342
H 5.26 -3.25 1.73 0.0002
H 6.95 -2.72 3.46 -0.0002
H 6.42 -1.08 5.24 0.0001
O 1.70 0.20 -0.06 0.0246
P 1.02 1.19 -1.00 0.0046
C 2.28 2.07 -1.92 -0.0004
C 2.09 3.38 -2.38 0.0000
C 3.09 4.00 -3.10 0.0000
C 4.28 3.33 -3.36 0.0000
C 4.47 2.03 -2.90 0.0000
C 3.47 1.40 -2.19 0.0003
C -0.03 0.28 -2.15 0.0002
C -0.56 -0.94 -1.74 0.0018
C -1.35 -1.68 -2.61 0.0001
C -1.61 -1.20 -3.88 0.0001
C -1.08 0.02 -4.30 0.0000
C -0.29 0.76 -3.44 0.0000
C 0.03 2.36 -0.07 0.0018
C -1.06 3.01 -0.65 0.0002
C -1.82 3.88 0.12 0.0006
C -1.49 4.11 1.45 0.0000
C -0.40 3.47 2.02 0.0010
C 0.37 2.60 1.26 0.0031
H 1.16 3.90 -2.16 0.0000
H 2.96 5.01 -3.46 0.0000
H 5.07 3.82 -3.91 0.0000
H 5.39 1.51 -3.11 0.0000
H 3.60 0.39 -1.82 0.0002
H -0.36 -1.32 -0.74 0.0018
H -1.76 -2.63 -2.28 0.0000
H -2.22 -1.78 -4.56 0.0000
H -1.28 0.38 -5.29 0.0000
H 0.14 1.70 -3.77 0.0000
H -1.33 2.81 -1.68 0.0000
H -2.67 4.38 -0.32 0.0000
H -2.10 4.78 2.05 0.0000
H -0.14 3.67 3.05 0.0000
H 1.26 2.16 1.70 0.0024
C -6.32 -1.95 -0.69 -0.0006
C -4.98 -2.03 -0.01 -0.0035
C -4.35 -3.25 0.21 0.0004
C -3.12 -3.34 0.85 -0.0048
C -2.52 -4.70 1.08 -0.0011
C -2.49 -2.17 1.27 -0.0024
Te -0.63 -2.34 2.32 -0.0886
C -3.09 -0.92 1.05 -0.0016
C -2.44 0.36 1.48 -0.0013
C -4.33 -0.87 0.41 0.0013
H -6.61 -2.91 -1.09 0.0000
H -6.29 -1.22 -1.50 -0.0001
H -7.08 -1.62 0.02 -0.0002
H -4.84 -4.16 -0.10 0.0000
H -3.09 -5.46 0.54 0.0000
H -2.56 -4.96 2.14 -0.0006
H -1.48 -4.75 0.76 0.0001
H -1.45 0.45 1.03 -0.0004
H -2.32 0.39 2.57 -0.0005
H -3.03 1.22 1.18 -0.0002
H -4.80 0.09 0.24 0.0002
```



3.
DFT (the ωB97M-V functional and the def2-TZVPD basis) results for a structure of composition C33H29ClGeN5O4S2Ti at a distorted geometry.

Computed properties:
Orbital gap (spin up / spin down) ... 5.740 / 5.652 eV
Spin multiplicity ... 4
Calculated total energy ... -164151.8445 eV
⟨S²⟩ ... 3.78

Geometry as XYZ:
```
76
Properties=species:S:1:pos:R:3:lowdin_spin:R:1
Ti -0.74 1.24 0.00 0.9003
C 0.54 3.33 -3.50 0.0370
C -0.27 2.34 -2.70 0.3071
N -0.94 2.69 -1.56 0.3374
N -1.23 4.02 -1.31 0.1451
C -1.79 4.56 -2.35 0.0993
N -2.23 5.80 -2.22 0.0430
S -2.33 3.56 -3.86 0.1860
C -0.46 1.00 -3.06 0.0837
C -0.31 0.53 -4.35 0.0494
C -0.72 -0.77 -4.69 0.0231
C -1.08 -1.64 -3.68 0.0687
C -1.14 -1.15 -2.41 0.0112
N -0.75 0.09 -2.10 0.0994
H 1.50 2.86 -3.71 0.0068
H 0.77 4.14 -2.83 0.0018
H 0.06 3.63 -4.43 0.0076
H -2.16 6.33 -1.36 0.0036
H -2.83 6.22 -2.98 0.0033
H 0.17 1.17 -5.09 0.0042
H -0.56 -1.05 -5.77 0.0003
H -1.32 -2.73 -3.87 0.0032
H -1.39 -1.75 -1.58 -0.0009
O -1.24 2.26 1.46 -0.0338
Cl 0.20 3.39 1.37 0.1380
O -2.15 4.74 -4.85 0.2555
O -3.73 3.13 -3.53 0.1632
O 0.78 0.27 0.30 0.0055
C -0.63 -3.65 4.36 0.0003
C -0.36 -2.31 4.60 0.0000
C 0.39 -1.53 3.75 0.0006
C 0.96 -2.04 2.59 0.0011
C 0.63 -3.40 2.30 0.0004
C 0.03 -4.22 3.22 -0.0001
Ge 1.78 -0.81 1.30 0.0014
C 2.90 -2.02 0.33 -0.0003
C 2.78 -2.06 -1.09 0.0000
C 3.54 -3.01 -1.76 0.0000
C 4.53 -3.75 -1.14 0.0000
C 4.62 -3.75 0.24 0.0000
C 3.76 -2.89 1.00 0.0000
C 2.78 0.32 2.46 -0.0002
C 3.29 -0.10 3.69 0.0001
C 4.35 0.59 4.29 0.0000
C 4.75 1.82 3.69 0.0001
C 4.02 2.35 2.64 0.0003
C 3.20 1.52 1.91 0.0002
H -1.24 -4.22 5.03 0.0000
H -0.66 -1.91 5.57 0.0000
H 0.56 -0.49 3.99 0.0000
H 0.94 -3.83 1.39 0.0000
H 0.15 -5.26 3.02 0.0000
H 2.04 -1.47 -1.59 -0.0001
H 3.27 -3.25 -2.80 0.0000
H 5.22 -4.33 -1.76 0.0000
H 5.31 -4.44 0.70 0.0000
H 3.66 -3.08 2.07 0.0000
H 2.97 -1.05 4.15 0.0000
H 5.02 0.11 5.02 0.0000
H 5.57 2.39 4.16 0.0000
H 4.23 3.36 2.31 0.0001
H 2.71 1.83 0.96 0.0000
S -3.81 -0.71 2.88 0.0116
C -2.31 -0.40 2.06 0.0363
N -2.27 -0.13 0.68 -0.0069
C -3.61 -0.21 0.25 0.0030
C -3.92 0.29 -1.05 0.0014
C -5.29 0.33 -1.35 0.0014
C -6.18 -0.42 -0.54 -0.0036
C -5.81 -0.89 0.75 0.0014
C -4.55 -0.64 1.22 -0.0017
H -1.38 -0.21 2.60 0.0014
H -3.07 0.58 -1.65 0.0031
H -5.67 0.82 -2.27 0.0001
H -7.20 -0.55 -0.85 -0.0002
H -6.59 -1.49 1.31 0.0001
```



- What is the calculated total energy in the second record?
  -114885.8865 eV



What did the second record say?
DFT (the ωB97M-V functional and the def2-TZVPD basis) results for a structure of composition C33H29Cl2OPSTeV at a distorted geometry.

Computed properties:
Orbital gap (spin up / spin down) ... 6.415 / 7.303 eV
Spin multiplicity ... 3
Calculated total energy ... -114885.8865 eV
⟨S²⟩ ... 2.06
Net charge ... +1

Geometry as XYZ:
```
69
Properties=species:S:1:pos:R:3:lowdin_spin:R:1
V 1.03 -0.59 1.56 2.0720
Cl 2.67 -2.20 1.29 0.0151
C 3.85 -1.85 2.52 0.0050
C 5.06 -2.51 2.49 0.0014
C 5.99 -2.23 3.47 -0.0032
C 5.70 -1.30 4.47 0.0013
C 4.47 -0.66 4.48 -0.0032
Cl 4.13 0.47 5.73 -0.0016
C 3.51 -0.91 3.49 0.0090
S 1.96 -0.09 3.50 -0.0342
H 5.26 -3.25 1.73 0.0002
H 6.95 -2.72 3.46 -0.0002
H 6.42 -1.08 5.24 0.0001
O 1.70 0.20 -0.06 0.0246
P 1.02 1.19 -1.00 0.0046
C 2.28 2.07 -1.92 -0.0004
C 2.09 3.38 -2.38 0.0000
C 3.09 4.00 -3.10 0.0000
C 4.28 3.33 -3.36 0.0000
C 4.47 2.03 -2.90 0.0000
C 3.47 1.40 -2.19 0.0003
C -0.03 0.28 -2.15 0.0002
C -0.56 -0.94 -1.74 0.0018
C -1.35 -1.68 -2.61 0.0001
C -1.61 -1.20 -3.88 0.0001
C -1.08 0.02 -4.30 0.0000
C -0.29 0.76 -3.44 0.0000
C 0.03 2.36 -0.07 0.0018
C -1.06 3.01 -0.65 0.0002
C -1.82 3.88 0.12 0.0006
C -1.49 4.11 1.45 0.0000
C -0.40 3.47 2.02 0.0010
C 0.37 2.60 1.26 0.0031
H 1.16 3.90 -2.16 0.0000
H 2.96 5.01 -3.46 0.0000
H 5.07 3.82 -3.91 0.0000
H 5.39 1.51 -3.11 0.0000
H 3.60 0.39 -1.82 0.0002
H -0.36 -1.32 -0.74 0.0018
H -1.76 -2.63 -2.28 0.0000
H -2.22 -1.78 -4.56 0.0000
H -1.28 0.38 -5.29 0.0000
H 0.14 1.70 -3.77 0.0000
H -1.33 2.81 -1.68 0.0000
H -2.67 4.38 -0.32 0.0000
H -2.10 4.78 2.05 0.0000
H -0.14 3.67 3.05 0.0000
H 1.26 2.16 1.70 0.0024
C -6.32 -1.95 -0.69 -0.0006
C -4.98 -2.03 -0.01 -0.0035
C -4.35 -3.25 0.21 0.0004
C -3.12 -3.34 0.85 -0.0048
C -2.52 -4.70 1.08 -0.0011
C -2.49 -2.17 1.27 -0.0024
Te -0.63 -2.34 2.32 -0.0886
C -3.09 -0.92 1.05 -0.0016
C -2.44 0.36 1.48 -0.0013
C -4.33 -0.87 0.41 0.0013
H -6.61 -2.91 -1.09 0.0000
H -6.29 -1.22 -1.50 -0.0001
H -7.08 -1.62 0.02 -0.0002
H -4.84 -4.16 -0.10 0.0000
H -3.09 -5.46 0.54 0.0000
H -2.56 -4.96 2.14 -0.0006
H -1.48 -4.75 0.76 0.0001
H -1.45 0.45 1.03 -0.0004
H -2.32 0.39 2.57 -0.0005
H -3.03 1.22 1.18 -0.0002
H -4.80 0.09 0.24 0.0002
```